Entry i
ORCA calculation (ωB97M-V/def2-TZVPD) on a single C3H7NOS2 molecule.

Structure (XYZ):
```
14
Properties=species:S:1:pos:R:3
C -1.29986 0.79160 2.26192
S -0.28778 1.61329 1.16158
C 0.32781 0.32650 0.08595
N -0.36133 -0.33307 -0.82110
O -1.62876 -0.22844 -0.49620
S 2.17481 0.33913 -0.22801
C 1.82600 -0.59208 -1.83960
H -0.51169 0.15460 2.97242
H -1.85224 1.46228 2.97170
H -1.96793 -0.01992 1.75667
H -1.97973 -0.95669 -0.97422
H 2.84496 -0.63072 -2.58558
H 1.86117 -1.75834 -1.86243
H 0.85455 -0.16814 -2.40310
```

Computed properties:
- Kohn-Sham gap (eV) = 9.0942
- 2S+1 = 1

=====

Entry ii
ORCA calculation (ωB97M-V/def2-TZVPD) on a single C3H7NOS2 molecule.

Structure (XYZ):
```
14
Properties=species:S:1:pos:R:3
C -2.86258 0.45477 -0.00614
O -1.79818 -0.45785 -0.01668
C -0.56954 0.14974 -0.03076
S 0.61265 -1.20216 0.00871
C 2.13641 -0.23214 -0.01650
N 3.20967 -1.03433 -0.04640
S 2.28633 1.43425 0.00330
H -3.79353 -0.14772 -0.13687
H -2.97064 1.00359 0.94691
H -2.71149 1.19971 -0.77901
H -0.34991 0.76078 -0.92255
H -0.39448 0.76605 0.84835
H 3.05205 -2.02936 0.10433
H 4.15323 -0.66532 0.04330
```

Computed properties:
- Kohn-Sham gap (eV) = 9.1762
- 2S+1 = 1

=====

Of them, the most stable is entry ii and the least stable is entry i.

=====

Entry i
ORCA calculation (ωB97M-V/def2-TZVPD) on a 2-piece molecular cluster, H2N4 overall.

Structure (XYZ):
```
6
Properties=species:S:1:pos:R:3
H -1.61106 1.99137 0.35341
N -0.65679 2.05678 -0.05349
N -0.52932 1.38579 -1.06588
H -1.40040 0.86981 -1.35362
N 0.70036 -2.20859 0.17164
N 0.91596 -1.64272 1.09062
```

Computed properties:
- Kohn-Sham gap (eV) = 10.4255
- 2S+1 = 1

=====

Entry ii
ORCA calculation (ωB97M-V/def2-TZVPD) on a 2-piece molecular cluster, H2N4 overall.

Structure (XYZ):
```
6
Properties=species:S:1:pos:R:3
N -0.08652 -0.32472 0.39723
N -1.58926 -0.04439 -1.58825
N -0.55312 -1.28818 0.84875
N -2.36502 -0.76365 -1.22711
H 0.80168 0.12325 0.80580
H -0.45066 -0.01301 -0.52489
```

Computed properties:
- Kohn-Sham gap (eV) = 9.2739
- 2S+1 = 1

=====

Entry iii
ORCA calculation (ωB97M-V/def2-TZVPD) on a single H2N4 molecule.

Structure (XYZ):
```
6
Properties=species:S:1:pos:R:3
H -1.63223 -1.43380 -0.29917
N -1.70697 -0.51856 -0.08295
N -0.76867 0.26334 -0.04412
N 0.45655 0.27377 0.35293
N 1.43002 0.69287 -0.28674
H 2.22130 0.72239 0.36005
```

Computed properties:
- Kohn-Sham gap (eV) = 8.9253
- 2S+1 = 1

=====

Of them, the most stable is entry i and the least stable is entry iii.